C32H37N5O5RuSSi | ωB97M-V/def2-TZVPD

Last column: Mulliken charge in e.
Geometry (Å):
Ru -0.322 -0.228 0.038  -0.5441
N 0.084 1.249 2.163  -0.0850
C -0.985 1.263 3.036  0.5845
C -0.797 1.021 4.396  -0.8672
C -1.867 0.989 5.267  -0.6644
C -3.149 1.206 4.792  -0.9276
C -3.343 1.470 3.446  -0.7006
C -2.281 1.502 2.548  0.5335
C -2.516 1.809 1.122  1.3575
C -3.334 2.905 0.843  -0.2362
C -3.653 3.261 -0.452  -0.9788
C -3.188 2.480 -1.498  -0.8349
C -2.386 1.386 -1.229  -0.2169
C -1.985 1.055 0.064  0.3099
H 0.084 1.952 1.423  0.3028
H 0.995 1.148 2.598  0.2902
H 0.205 0.861 4.769  0.3922
H -1.702 0.800 6.318  0.3909
H -3.989 1.174 5.472  0.3847
H -4.344 1.646 3.080  0.4752
H -3.691 3.504 1.670  0.4920
H -4.250 4.140 -0.647  0.3657
H -3.440 2.719 -2.522  0.4190
H -2.065 0.778 -2.070  0.2528
C 5.562 -3.111 1.024  -1.0400
C 5.431 -2.298 -0.264  -0.7043
N 4.517 -1.186 -0.129  0.2611
C 5.045 0.132 0.098  -0.7749
C 5.497 0.385 1.537  -1.0366
C 3.187 -1.484 0.024  0.2589
S 2.182 -0.299 0.835  -0.1768
N 2.797 -2.673 -0.304  -0.1949
C 1.522 -3.101 -0.401  -1.1897
O 0.513 -2.305 -0.554  0.1397
C 1.357 -4.530 -0.385  1.0308
C 2.471 -5.390 -0.259  -0.4001
C 2.302 -6.750 -0.178  -0.6917
C 1.030 -7.314 -0.213  -0.3777
C -0.076 -6.478 -0.323  -1.0221
C 0.074 -5.115 -0.416  0.0149
H 6.192 -3.980 0.860  0.3418
H 4.576 -3.447 1.335  0.2457
H 5.994 -2.519 1.826  0.3391
H 5.049 -2.953 -1.053  0.3766
H 6.406 -1.908 -0.568  0.4219
H 4.277 0.859 -0.171  0.2848
H 5.895 0.274 -0.580  0.4334
H 4.675 0.181 2.216  0.2677
H 5.799 1.422 1.658  0.4190
H 6.342 -0.250 1.793  0.2963
H 3.454 -4.949 -0.226  0.3858
H 3.163 -7.398 -0.084  0.4028
H 0.902 -8.388 -0.170  0.3835
H -1.070 -6.909 -0.336  0.4015
H -0.786 -4.468 -0.494  0.3481
O 1.311 3.562 -4.587  -0.5837
C 1.314 2.319 -5.010  0.4131
O 1.598 2.021 -6.154  -0.6704
C 0.933 1.265 -4.038  0.4375
C 0.767 -0.074 -4.355  -0.6408
N 0.417 -0.715 -3.228  -0.3949
N 0.353 0.126 -2.195  1.0215
C 0.661 1.338 -2.647  -0.5984
C 0.672 2.472 -1.660  0.3278
O 0.858 3.631 -2.087  -0.9086
O 0.500 2.152 -0.465  -0.6210
H 1.107 3.653 -3.570  0.4036
H 0.880 -0.564 -5.300  0.5129
H 0.264 -1.702 -3.061  -0.0500
C -3.994 -1.241 1.091  -1.2403
Si -2.175 -1.672 0.571  1.2030
C -1.727 -3.086 1.820  -1.2606
C -2.536 -2.429 -1.196  -1.3424
H -4.568 -2.156 1.211  0.4546
H -4.493 -0.636 0.340  0.2983
H -4.040 -0.702 2.030  0.2729
H -2.364 -3.947 1.640  0.3361
H -1.881 -2.768 2.846  0.4156
H -0.696 -3.405 1.720  0.2824
H -3.211 -3.277 -1.113  0.4895
H -1.622 -2.772 -1.668  0.1728
H -3.005 -1.697 -1.849  0.3295

Properties
**Total charge**: -1
**Electronic energy**: -2674.299175 a.u.
**2S+1**: 2
**ΔE to the lowest compared entry with this formula, charge and spin**: 2.018 eV
**Gap between HOMO and LUMO (spin up / spin down)**: 6.8 / 6.9 eV

=====

C32H37N5O9S2W | ωB97M-V/def2-TZVPD

Last column: Mulliken charge in e.
Geometry (Å):
W 0.603 -0.233 -1.115  1.3007
C -0.595 6.823 0.093  -1.6640
C -0.302 5.352 0.097  -0.3312
C 0.019 4.669 1.265  -0.8621
C 0.324 3.296 1.300  0.3826
C 0.371 2.702 2.614  -0.3860
N 0.307 1.445 2.883  0.3696
C 0.125 0.844 4.217  -0.9088
C -1.029 -0.162 4.208  0.1650
C -2.446 0.406 4.183  -1.0583
N -2.702 1.250 2.984  0.0676
C -2.723 0.935 1.734  -0.4532
C -2.817 -0.379 1.133  0.4507
C -3.777 -1.313 1.552  -0.6058
C -4.124 -2.418 0.776  -0.4074
C -5.182 -3.383 1.224  -1.6445
C -3.510 -2.562 -0.469  -0.5507
C -2.510 -1.684 -0.888  -0.0969
C -1.937 -1.738 -2.221  -0.5859
N -0.856 -1.168 -2.619  -0.1676
C -0.578 -1.278 -4.074  -0.9952
C -0.727 0.090 -4.692  -0.9598
C 0.300 1.019 -4.099  -0.9381
N 0.116 1.296 -2.632  -0.0403
C -0.043 2.547 -2.356  0.0836
C -0.019 3.228 -1.088  0.7994
C -0.343 4.596 -1.067  -0.8907
C 0.382 2.580 0.081  0.3742
O 0.848 1.334 0.050  1.2800
C -2.151 -0.618 -0.075  1.4049
O -1.149 0.203 -0.465  -0.5827
H -0.794 7.191 1.097  0.4031
H -1.458 7.047 -0.533  0.4185
H 0.257 7.378 -0.304  0.3546
H 0.015 5.216 2.202  0.5095
H 0.347 3.383 3.462  0.5271
H 0.359 0.768 2.117  -0.6074
H -0.018 1.649 4.938  0.5784
H 1.054 0.327 4.463  0.3872
H -0.957 -0.747 5.127  0.6123
H -0.888 -0.871 3.391  -0.1831
H -2.631 1.061 5.034  0.5248
H -3.183 -0.392 4.227  0.2983
H -2.801 2.241 3.181  0.4069
H -2.728 1.785 1.053  0.7303
H -4.336 -1.133 2.462  0.5321
H -5.505 -3.181 2.243  0.4085
H -4.811 -4.406 1.179  0.4062
H -6.056 -3.318 0.574  0.3866
H -3.816 -3.372 -1.122  0.6431
H -2.512 -2.291 -2.963  0.6738
H -1.268 -2.004 -4.501  0.7761
H 0.432 -1.663 -4.206  0.2201
H -1.739 0.477 -4.554  0.3286
H -0.551 0.029 -5.768  0.4501
H 0.296 1.980 -4.609  0.9179
H 1.303 0.604 -4.207  -0.0073
H -0.209 3.202 -3.209  0.5595
H -0.622 5.074 -2.000  0.6234
O 2.274 -0.709 0.004  -0.6978
S 1.925 -1.296 1.389  1.8256
O 2.722 -0.782 2.445  -0.7519
O 0.493 -0.985 1.473  -0.1190
C 2.359 -2.982 1.090  -0.2102
C 3.036 -3.639 2.093  -0.5605
C 3.574 -4.912 1.862  -0.7579
C 3.460 -5.503 0.623  -0.8078
C 2.769 -4.849 -0.402  -0.5499
C 2.228 -3.596 -0.178  0.0490
S 1.180 -2.977 -1.441  1.7168
O 0.728 -4.024 -2.267  -0.6637
O 0.144 -2.202 -0.613  -0.5382
O 1.677 -1.751 -2.198  -0.6302
H 3.183 -3.162 3.052  0.6056
H 4.096 -5.418 2.664  0.4730
H 3.888 -6.479 0.436  0.4754
H 2.634 -5.336 -1.359  0.5855
C 4.304 0.529 -3.265  -1.3624
C 3.552 0.724 -1.996  0.5869
N 4.171 1.109 -0.915  -0.2202
O 2.273 0.583 -2.044  -0.4247
H 5.381 0.564 -3.121  0.6202
H 4.019 1.318 -3.964  0.2797
H 4.018 -0.430 -3.697  0.2515
H 5.170 1.267 -0.935  0.2956
H 3.682 1.228 -0.041  0.1008

Properties
**Total charge**: +4
**Electronic energy**: -3054.713186 a.u.
**ΔE to the lowest compared entry with this formula, charge and spin**: 0.124 eV
**Gap between HOMO and LUMO**: 6.1 eV

=====

C32H37N8O2STi | ωB97M-V/def2-TZVPD

Last column: Mulliken charge in e.
Geometry (Å):
Ti -0.227 -0.219 -0.501  -0.5777
C 3.316 0.339 -5.982  -1.7040
C 2.168 0.193 -5.017  0.7051
C 1.150 1.140 -4.983  -0.6939
C 0.043 1.033 -4.111  0.8793
C -1.069 1.887 -4.053  -1.1371
N -1.228 3.107 -4.662  -0.0743
C -0.195 4.116 -4.805  -1.0519
C 0.609 4.380 -3.531  -0.3240
C -0.171 4.961 -2.354  -0.7478
N -0.976 3.968 -1.646  0.8254
C -2.083 4.209 -1.018  -0.4862
C -2.811 3.280 -0.231  0.2713
C -3.988 3.714 0.406  -0.8874
C -4.747 2.873 1.184  0.2680
C -5.995 3.335 1.889  -1.9085
C -4.338 1.536 1.257  -0.5523
C -3.185 1.037 0.667  0.6751
C -3.039 -0.413 0.662  -0.8531
N -2.090 -1.104 0.166  0.4593
C -2.289 -2.552 0.020  -1.0646
C -1.076 -3.385 0.424  -0.5899
C 0.008 -3.511 -0.646  -1.1884
N 0.284 -2.235 -1.309  0.5455
C 0.909 -2.230 -2.423  -0.4533
C 1.055 -1.037 -3.240  0.7067
C 2.102 -0.902 -4.169  -0.9753
C 0.027 -0.078 -3.195  0.3718
O -0.965 -0.175 -2.333  -1.1064
C -2.341 1.939 -0.058  1.3990
O -1.229 1.610 -0.589  0.3464
H 3.179 1.205 -6.628  0.3437
H 3.412 -0.542 -6.618  0.3706
H 4.261 0.462 -5.450  0.3515
H 1.190 1.951 -5.698  0.3266
H -1.932 1.525 -3.510  0.5351
H -2.171 3.451 -4.683  0.3343
H -0.688 5.037 -5.121  0.5102
H 0.502 3.860 -5.605  0.2339
H 1.390 5.102 -3.779  0.5363
H 1.128 3.471 -3.215  0.1234
H -0.824 5.778 -2.668  0.5171
H 0.548 5.370 -1.640  0.2062
H -0.621 3.012 -1.531  -0.5558
H -2.479 5.218 -1.112  0.4501
H -4.295 4.747 0.274  0.4211
H -6.180 4.392 1.706  0.3801
H -5.916 3.192 2.968  0.3695
H -6.870 2.779 1.548  0.4117
H -4.977 0.838 1.790  0.5136
H -3.906 -0.938 1.073  0.2503
H -2.531 -2.729 -1.032  0.3267
H -3.157 -2.857 0.613  0.5241
H -1.426 -4.393 0.652  0.4765
H -0.661 -2.980 1.347  0.1106
H -0.295 -4.249 -1.394  0.6305
H 0.922 -3.874 -0.171  0.4004
H 1.337 -3.156 -2.817  0.4458
H 2.876 -1.661 -4.207  0.4784
C 0.150 0.615 4.071  -1.5174
C -0.120 1.042 2.661  -0.2148
N 0.089 0.292 1.652  1.0668
N 0.545 -1.005 1.927  -0.9358
C 1.663 -1.266 1.279  0.2455
N 2.260 -2.449 1.579  -0.3181
S 2.333 -0.274 0.036  -0.3825
C -0.532 2.463 2.455  0.9433
C -1.632 2.986 3.127  -0.4289
C -1.911 4.337 3.010  -0.6535
C -1.070 5.122 2.240  -0.6231
C -0.006 4.506 1.596  -0.5333
N 0.262 3.207 1.683  -0.4243
H 1.175 0.899 4.325  0.3205
H -0.506 1.137 4.765  0.4441
H 0.056 -0.460 4.187  0.3986
H 2.026 -2.874 2.462  0.2525
H 3.180 -2.611 1.208  0.2474
H -2.255 2.344 3.737  0.4226
H -2.758 4.770 3.526  0.4971
H -1.223 6.189 2.146  0.4683
H 0.683 5.091 0.995  0.6259

Properties
**Total charge**: +1
**Electronic energy**: -3077.694608 a.u.
**2S+1**: 3
**ΔE to the lowest compared entry with this formula, charge and spin**: 0.716 eV
**Gap between HOMO and LUMO (spin up / spin down)**: 4.8 / 6.8 eV